No. 1
The following is a quantum chemistry calculation of a molecular structure, C17H28BrCoO9, from the OMol25 dataset.

The geometry in ORCA input format:
```
! RIJCOSX wB97M-V def2-TZVPD def2/J DEFGRID3
* xyz 0 5
Co -13.21 13.25 -6.36
Br -11.14 13.46 -4.97
O -15.18 12.98 -7.59
C -16.03 12.34 -8.18
O -15.70 11.51 -9.26
C -16.83 10.95 -9.94
C -18.03 11.42 -9.17
C -17.49 12.28 -7.95
H -16.84 9.86 -9.96
H -16.90 11.28 -10.97
H -18.56 10.57 -8.74
H -18.70 11.94 -9.85
H -17.76 11.75 -7.04
H -17.82 13.31 -7.82
O -12.55 11.64 -7.71
C -12.14 10.68 -8.29
O -11.25 9.81 -7.92
C -11.28 8.62 -8.66
C -12.64 8.81 -9.40
C -12.72 10.22 -9.59
H -11.33 7.74 -8.02
H -10.56 8.51 -9.47
H -13.55 8.56 -8.86
H -12.57 8.21 -10.30
H -13.63 10.75 -9.87
H -11.86 10.39 -10.25
O -14.33 11.54 -5.49
C -14.67 10.36 -5.46
O -15.23 9.74 -6.47
C -15.56 8.35 -6.02
C -15.40 8.23 -4.53
C -14.70 9.51 -4.16
H -14.71 7.85 -6.49
H -16.55 8.08 -6.38
H -14.68 7.45 -4.28
H -16.41 8.06 -4.16
H -13.74 9.16 -3.77
H -15.25 10.01 -3.36
O -12.68 14.54 -7.87
C -12.53 14.97 -9.04
O -12.44 16.19 -9.47
C -12.35 16.24 -10.93
C -12.10 14.80 -11.34
C -12.78 14.05 -10.18
H -11.55 16.91 -11.24
H -13.28 16.66 -11.32
H -11.01 14.74 -11.30
H -12.42 14.41 -12.31
H -12.30 13.09 -10.03
H -13.83 13.78 -10.28
C -15.80 15.15 -5.21
O -14.55 14.65 -5.64
H -16.59 15.28 -5.95
H -16.24 14.60 -4.37
H -15.62 16.15 -4.82
H -14.06 15.48 -5.69
*
```

As for the frontier orbital gap (spin up / spin down): 2.21 / 8.55 eV. The highest occupied orbital energy (spin up / spin down) is -1.89 / -8.26 eV. Its total energy is -5298.39682 Ha. The value obtained for the lowest unoccupied orbital energy (spin up / spin down) is 0.317 / 0.287 eV.

Mulliken atomic charge list, values in e, 4 entries: 2.24 -0.69 0.14 2.00



No. 2
The following is a quantum chemistry calculation of a molecular structure, C17H28BrN7ORe, from the OMol25 dataset.

The geometry in ORCA input format:
```
! RIJCOSX wB97M-V def2-TZVPD def2/J DEFGRID3
* xyz 4 2
Re -0.04 -0.42 -0.47
C 1.30 0.24 -3.11
N 1.70 1.53 -2.60
C 2.63 2.42 -3.32
C 2.63 3.68 -2.44
N 1.81 3.29 -1.27
C 1.76 4.22 -0.13
C 1.29 2.10 -1.47
N 0.34 1.44 -0.65
C -0.49 2.28 0.26
C -1.83 1.58 0.42
N -1.55 0.10 0.52
C -2.52 -0.66 1.23
N -2.19 -1.61 2.09
C -0.88 -2.02 2.57
C -3.42 -2.20 2.68
C -4.54 -1.38 2.03
N -3.81 -0.46 1.12
C -4.61 0.42 0.25
H 1.73 0.09 -4.09
H 0.21 0.18 -3.24
H 1.70 -0.58 -2.49
H 2.25 2.61 -4.32
H 3.62 1.95 -3.39
H 2.17 4.54 -2.93
H 3.62 3.96 -2.10
H 2.71 4.75 -0.12
H 1.66 3.69 0.81
H 0.96 4.95 -0.26
H -0.65 3.28 -0.16
H 0.01 2.38 1.22
H -2.45 1.75 -0.46
H -2.36 1.93 1.30
H -0.22 -1.16 2.67
H -0.44 -2.79 1.93
H -1.01 -2.45 3.56
H -3.38 -2.08 3.76
H -3.47 -3.26 2.43
H -5.12 -0.79 2.74
H -5.22 -1.99 1.44
H -5.61 -0.01 0.19
H -4.20 0.45 -0.76
H -4.69 1.42 0.67
O 3.91 -4.91 0.53
C 3.16 -3.87 0.43
C 3.32 -2.67 1.17
C 2.46 -1.64 0.98
N 1.42 -1.71 0.08
C 1.29 -2.88 -0.60
Br -0.29 -2.73 -1.69
C 2.07 -3.97 -0.49
H 4.66 -4.84 1.16
H 4.13 -2.56 1.88
H 2.55 -0.71 1.53
H 1.91 -4.89 -1.05
*
```

As for the frontier orbital gap (spin up / spin down): 5.98 / 6.42 eV. The highest occupied orbital energy (spin up / spin down) is -20.88 / -20.89 eV. Its total energy is -3773.84415 Ha. The value obtained for the lowest unoccupied orbital energy (spin up / spin down) is -14.904 / -14.477 eV. The energy relative to the best compared isomer or geometry (same formula, charge and spin) comes out at 45.4 kJ/mol.

Mulliken atomic charge list, values in e, 4 entries: 0.30 -1.03 0.06 -0.66



No. 3
The following is a quantum chemistry calculation of a molecular structure, C17H28CeClO3P, from the OMol25 dataset.

The geometry in ORCA input format:
```
! RIJCOSX wB97M-V def2-TZVPD def2/J DEFGRID3
* xyz 2 1
C 2.07 0.15 -4.82
C 1.75 -1.22 -5.42
C 1.56 1.26 -5.74
C 3.58 0.26 -4.62
Cl 1.28 0.28 -3.28
H 2.08 1.14 -6.72
H 1.81 2.24 -5.31
H 0.48 1.15 -5.88
H 2.25 -1.30 -6.40
H 0.67 -1.32 -5.54
H 2.13 -2.00 -4.75
H 4.06 0.17 -5.61
H 3.93 -0.54 -3.97
H 3.82 1.24 -4.19
C -3.11 0.14 0.86
C -2.87 1.41 0.23
C -2.38 1.16 -1.10
H -3.06 2.39 0.68
C -2.37 -0.27 -1.30
C -2.81 -0.90 -0.09
H -2.94 -1.97 0.09
H -3.49 -0.01 1.88
H -2.13 1.91 -1.86
H -2.13 -0.79 -2.24
C 1.23 1.65 1.99
C -0.03 2.35 2.03
C -0.24 2.95 0.73
H -0.68 2.45 2.90
C 0.87 2.58 -0.10
C 1.78 1.78 0.67
H 2.76 1.44 0.34
H 1.69 1.13 2.84
H -1.07 3.59 0.46
H 1.04 2.95 -1.12
Ce -0.58 0.27 0.68
C -2.50 -1.93 5.06
O -2.08 -1.82 3.69
P -0.86 -0.90 3.17
O 0.36 -1.08 4.26
C 0.60 -0.16 5.34
O -0.31 -1.84 1.78
C -0.12 -3.29 1.82
H -3.44 -2.48 5.05
H -2.67 -0.95 5.52
H -1.75 -2.50 5.63
H -0.02 0.75 5.30
H 0.41 -0.69 6.28
H 1.65 0.15 5.32
H 0.53 -3.53 0.97
H 0.36 -3.59 2.76
H -1.07 -3.82 1.70
*
```

As for the frontier orbital gap (spin up / spin down): 7.01 / 7.01 eV. The highest occupied orbital energy (spin up / spin down) is -15.36 / -15.36 eV. Its total energy is -2166.39866 Ha. The value obtained for the lowest unoccupied orbital energy (spin up / spin down) is -8.347 / -8.350 eV. The energy relative to the best compared isomer or geometry (same formula, charge and spin) comes out at 45.5 kJ/mol.

Mulliken atomic charge list, values in e, 4 entries: 0.94 -1.41 -1.39 -1.40



No. 4
The following is a quantum chemistry calculation of a molecular structure, C17H28F4GaN2O5, from the OMol25 dataset.

The geometry in ORCA input format:
```
! RIJCOSX wB97M-V def2-TZVPD def2/J DEFGRID3
* xyz -1 1
N -0.01 -1.69 1.26
C -0.58 -2.34 0.02
C -0.85 -1.32 -1.19
Ga -2.66 -0.33 -0.82
N -3.00 -0.55 1.11
O -3.96 -1.26 -1.87
C -5.09 -0.47 -2.13
O -5.14 0.11 -3.27
C -6.32 -0.30 -1.14
C -6.21 -1.02 0.23
C -7.32 -0.96 1.33
C -8.60 -0.13 1.04
C -8.72 0.55 -0.35
C -7.62 0.50 -1.46
C -2.56 1.70 -1.19
F -3.72 2.33 -0.55
F -2.71 2.01 -2.60
C -1.27 2.45 -0.60
F -0.27 1.58 -0.05
F -0.63 3.30 -1.57
H -0.17 -0.67 1.21
H 0.99 -1.91 1.28
H 0.17 -3.13 -0.33
H -1.57 -2.90 0.26
H -0.99 -1.94 -2.15
H 0.01 -0.60 -1.40
H -2.28 0.02 1.59
H -2.92 -1.54 1.37
H -5.27 -1.62 0.46
H -7.13 -1.51 2.31
H -9.39 -0.06 1.85
H -9.67 1.14 -0.59
H -7.72 1.01 -2.47
H -1.60 3.14 0.26
C 4.64 3.38 0.58
O 5.02 2.05 0.89
C 3.94 1.31 1.47
C 4.25 -0.18 1.42
O 3.97 -0.76 0.15
C 4.91 -0.48 -0.88
C 6.21 -1.26 -0.72
O 7.07 -0.61 0.22
C 8.09 -1.47 0.68
H 4.31 3.91 1.49
H 5.51 3.90 0.17
H 3.84 3.39 -0.17
H 3.01 1.52 0.93
H 3.84 1.64 2.51
H 3.57 -0.68 2.13
H 5.27 -0.40 1.74
H 5.09 0.60 -0.97
H 4.43 -0.80 -1.81
H 6.74 -1.29 -1.68
H 5.99 -2.28 -0.39
H 7.66 -2.32 1.22
H 8.72 -0.91 1.37
H 8.71 -1.83 -0.16
*
```

As for the frontier orbital gap: 7.38 eV. The highest occupied orbital energy is -5.00 eV. Its total energy is -3474.39062 Ha. The value obtained for the lowest unoccupied orbital energy is 2.383 eV. The energy relative to the best compared isomer or geometry (same formula, charge and spin) comes out at 547.5 kJ/mol.

Mulliken atomic charge list, values in e, 4 entries: -0.64 -0.57 -0.47 -0.24



No. 5
The following is a quantum chemistry calculation of a molecular structure, C17H28IrOP, from the OMol25 dataset.

The geometry in ORCA input format:
```
! RIJCOSX wB97M-V def2-TZVPD def2/J DEFGRID3
* xyz 1 6
C -0.20 0.38 -4.19
C -0.90 -0.91 -4.12
C -0.97 1.63 -4.21
C 1.27 0.45 -4.13
H -0.52 2.33 -4.94
H -0.99 2.14 -3.24
H -2.01 1.44 -4.51
H -0.72 -1.53 -5.01
H -1.98 -0.75 -4.05
H -0.59 -1.52 -3.24
H 1.73 0.19 -5.09
H 1.69 -0.23 -3.37
H 1.59 1.47 -3.88
C -2.40 0.80 1.47
C -2.65 1.55 0.23
C -2.50 0.64 -0.87
H -3.06 2.56 0.20
C -2.00 -0.58 -0.38
C -1.86 -0.49 1.04
H -1.58 -1.29 1.71
H -2.61 1.13 2.48
H -2.74 0.87 -1.90
H -1.76 -1.46 -0.97
C 1.60 1.28 1.25
C 0.97 2.47 1.77
C 0.43 3.19 0.65
H 0.95 2.78 2.81
C 0.72 2.45 -0.56
C 1.45 1.27 -0.18
H 1.76 0.47 -0.84
H 2.12 0.53 1.84
H -0.11 4.13 0.70
H 0.41 2.71 -1.56
Ir -0.56 1.28 0.72
C 0.37 -0.91 3.80
P 1.08 -2.08 2.62
C 2.82 -2.25 3.09
C 0.29 -3.66 2.96
O 0.91 -1.66 1.18
H -0.70 -0.77 3.60
H 0.87 0.06 3.72
H 0.49 -1.30 4.82
H 2.90 -2.93 3.94
H 3.38 -2.65 2.23
H 3.23 -1.27 3.36
H -0.78 -3.51 3.15
H 0.42 -4.31 2.09
H 0.76 -4.12 3.84
*
```

As for the frontier orbital gap (spin up / spin down): 6.92 / 6.20 eV. The highest occupied orbital energy (spin up / spin down) is -9.18 / -12.60 eV. Its total energy is -1184.99920 Ha. The value obtained for the lowest unoccupied orbital energy (spin up / spin down) is -2.254 / -6.401 eV.

Mulliken atomic charge list, values in e, 4 entries: 1.01 -1.17 -1.19 -1.24



No. 6
The following is a quantum chemistry calculation of a molecular structure, C17H28MoOP2, from the OMol25 dataset.

The geometry in ORCA input format:
```
! RIJCOSX wB97M-V def2-TZVPD def2/J DEFGRID3
* xyz 2 3
Mo -0.01 -0.71 -0.40
H -1.97 -1.30 -0.38
H -1.96 -0.54 -0.75
P -0.20 -2.82 -1.44
P -0.24 1.33 -1.70
C 1.10 2.49 -1.22
H 0.91 3.49 -1.64
H 1.17 2.56 -0.13
H 2.06 2.11 -1.60
C -0.26 1.60 -3.51
H -1.13 1.10 -3.96
H -0.30 2.67 -3.74
H 0.66 1.18 -3.95
C -1.74 2.24 -1.18
H -1.84 2.22 -0.09
H -1.69 3.29 -1.52
H -2.63 1.76 -1.62
C 0.00 -3.00 -3.26
H -0.08 -4.06 -3.55
H -0.77 -2.41 -3.78
H 0.99 -2.62 -3.56
C 0.99 -4.09 -0.87
H 0.94 -4.17 0.23
H 0.73 -5.05 -1.32
H 2.01 -3.82 -1.15
C -1.78 -3.70 -1.14
H -2.60 -3.18 -1.66
H -1.69 -4.73 -1.50
H -1.99 -3.71 -0.06
C 1.92 -1.15 -0.16
O 3.03 -1.52 -0.01
H -0.17 -0.57 -2.04
C 2.45 2.37 4.03
C 2.85 1.89 2.77
C 1.93 1.24 1.95
C 0.58 1.06 2.33
C -0.41 0.40 1.52
C -1.75 0.42 1.91
C -2.15 1.00 3.13
C -1.21 1.56 3.96
C 0.17 1.61 3.60
C 1.13 2.22 4.43
H 3.19 2.85 4.68
H 3.88 2.01 2.43
H 2.27 0.87 0.98
H -2.49 -0.03 1.26
H -3.21 1.01 3.40
H -1.50 1.99 4.92
H 0.81 2.61 5.40
*
```

As for the frontier orbital gap (spin up / spin down): 4.99 / 4.37 eV. The highest occupied orbital energy (spin up / spin down) is -13.89 / -13.96 eV. Its total energy is -1490.02176 Ha. The value obtained for the lowest unoccupied orbital energy (spin up / spin down) is -8.901 / -9.590 eV. The energy relative to the best compared isomer or geometry (same formula, charge and spin) comes out at 0.0 kJ/mol.

Mulliken atomic charge list, values in e, 4 entries: -1.98 0.18 0.06 1.38



No. 7
The following is a quantum chemistry calculation of 3 unconnected molecules or ions with the total composition C17H28N3O4P, from the OMol25 dataset.

The geometry in ORCA input format:
```
! RIJCOSX wB97M-V def2-TZVPD def2/J DEFGRID3
* xyz 0 1
C 0.08 0.45 -0.27
C -0.41 1.79 -0.75
N -0.02 2.37 -1.80
C -1.42 2.46 0.16
C -2.62 3.06 -0.53
C -2.64 3.71 -1.69
C -3.94 4.25 -2.19
O -4.02 5.27 -2.83
C -5.16 3.47 -1.80
C -5.16 2.82 -0.64
P -6.47 1.74 0.02
C -7.48 1.45 -1.49
C -7.51 2.89 0.98
C -3.92 2.93 0.20
O -3.99 2.94 1.41
H -0.75 -0.20 0.03
H 0.72 0.58 0.60
H 0.65 -0.04 -1.05
H 0.66 1.80 -2.29
H -1.78 1.74 0.89
H -0.91 3.23 0.75
H -1.75 3.87 -2.27
H -6.00 3.46 -2.48
H -8.21 0.68 -1.25
H -7.98 2.33 -1.89
H -6.80 1.07 -2.25
H -8.00 3.67 0.39
H -8.27 2.30 1.48
H -6.89 3.36 1.75
C 0.95 -2.17 2.82
O 0.50 -1.10 2.47
N 1.98 -2.79 2.23
C 2.48 -4.07 2.68
C 2.62 -2.16 1.09
H 0.53 -2.74 3.67
H 3.53 -3.99 2.99
H 2.41 -4.82 1.89
H 1.90 -4.40 3.54
H 3.01 -1.18 1.37
H 1.91 -2.02 0.28
H 3.43 -2.79 0.74
C 6.08 -4.05 -0.77
O 4.88 -3.93 -0.58
N 6.97 -3.06 -0.60
C 8.39 -3.25 -0.85
C 6.49 -1.76 -0.17
H 6.53 -5.00 -1.10
H 8.97 -3.06 0.06
H 8.74 -2.58 -1.63
H 8.56 -4.27 -1.16
H 6.00 -1.83 0.80
H 5.77 -1.36 -0.88
H 7.34 -1.08 -0.09
*
```

As for the frontier orbital gap: 7.97 eV. The highest occupied orbital energy is -8.53 eV. Its total energy is -1471.11118 Ha. The value obtained for the lowest unoccupied orbital energy is -0.567 eV. The energy relative to the best compared isomer or geometry (same formula, charge and spin) comes out at 0.0 kJ/mol.

Mulliken atomic charge list, values in e, 4 entries: -1.27 0.74 -0.68 -0.72



No. 8
The following is a quantum chemistry calculation of C17H28N4O3 in the gas phase, from the OMol25 dataset.

The geometry in ORCA input format:
```
! RIJCOSX wB97M-V def2-TZVPD def2/J DEFGRID3
* xyz 0 1
C -0.25 7.58 1.18
C 0.28 6.35 1.92
C 0.65 5.23 0.95
C 1.18 4.00 1.68
C 1.56 2.88 0.71
H 2.32 3.24 0.02
H 0.68 2.59 0.13
C 2.10 1.67 1.46
N 2.47 0.60 0.53
C 1.53 -0.26 0.06
C 1.84 -1.26 -0.84
C 0.84 -2.18 -1.33
N -0.38 -2.08 -0.94
N -1.38 -2.87 -1.32
C -2.66 -2.53 -0.76
H -3.43 -2.63 -1.53
C -3.03 -3.39 0.46
C -3.56 -4.77 0.09
C -2.57 -5.61 -0.71
C -2.29 -5.06 -2.11
C -1.16 -4.03 -2.15
H -1.00 -3.71 -3.19
H -0.24 -4.52 -1.81
H -1.97 -5.88 -2.76
H -3.20 -4.64 -2.54
H -2.99 -6.61 -0.81
H -1.63 -5.70 -0.16
H -4.48 -4.65 -0.49
H -3.81 -5.30 1.01
H -3.79 -2.86 1.04
H -2.14 -3.49 1.09
H -2.61 -1.48 -0.46
H 1.21 -2.92 -2.03
C 3.20 -1.41 -1.30
O 3.61 -2.24 -2.08
N 4.07 -0.47 -0.76
C 3.80 0.54 0.13
O 4.64 1.30 0.53
H 5.04 -0.53 -1.06
O 0.30 -0.07 0.52
H -0.26 -0.79 0.09
H 3.00 1.94 2.01
H 1.34 1.27 2.14
H 2.07 4.28 2.26
H 0.43 3.64 2.38
H -0.23 4.95 0.37
H 1.41 5.60 0.25
H -0.48 5.99 2.61
H 1.15 6.63 2.50
H -1.14 7.33 0.61
H 0.50 7.97 0.50
H -0.51 8.37 1.89
*
```

As for the frontier orbital gap: 8.16 eV. The highest occupied orbital energy is -7.45 eV. Its total energy is -1109.37366 Ha. The value obtained for the lowest unoccupied orbital energy is 0.709 eV. The energy relative to the best compared isomer or geometry (same formula, charge and spin) comes out at 175.8 kJ/mol.

Mulliken atomic charge list, values in e, 4 entries: -1.28 -0.31 -0.63 -0.74



No. 9
The following is a quantum chemistry calculation of 2 unconnected molecules or ions with the total composition C17H28N4O3, from the OMol25 dataset.

The geometry in ORCA input format:
```
! RIJCOSX wB97M-V def2-TZVPD def2/J DEFGRID3
* xyz 0 1
O 4.50 -2.70 0.62
O 2.36 1.63 1.97
N -1.72 -1.16 1.19
O 0.88 0.46 0.00
C 3.34 -2.64 1.03
C 3.25 0.82 1.76
C -1.10 -2.06 0.41
C -2.35 -0.13 0.58
C -1.10 -1.98 -0.99
C -1.76 -0.92 -1.61
C -2.40 0.03 -0.81
N 4.32 0.79 2.56
N -4.40 1.46 -0.75
N 2.66 -1.50 1.10
C 2.63 -3.89 1.47
C 5.45 -0.13 2.51
C -5.51 0.52 -0.96
C -4.71 2.90 -0.79
C -3.13 1.19 -1.44
C -3.47 3.56 -1.39
C -2.37 2.50 -1.30
C 2.12 -0.60 -1.71
C 3.13 -0.19 0.60
C 2.19 0.32 -0.50
H 0.95 1.05 0.77
H -0.58 -2.88 0.88
H -2.84 0.60 1.21
H -0.59 -2.73 -1.57
H -1.76 -0.84 -2.70
H 4.30 1.48 3.30
H 1.70 -1.54 1.43
H 2.37 -3.80 2.53
H 3.29 -4.74 1.33
H 1.73 -4.02 0.88
H 6.21 0.17 3.23
H 5.90 -0.14 1.51
H 5.12 -1.14 2.76
H -5.19 -0.50 -0.76
H -6.34 0.76 -0.29
H -5.87 0.58 -2.00
H -5.59 3.12 -1.41
H -4.89 3.27 0.23
H -3.32 0.99 -2.50
H -3.65 3.81 -2.43
H -3.19 4.47 -0.85
H -1.88 2.56 -0.32
H -1.62 2.62 -2.08
H 1.75 -1.58 -1.43
H 1.44 -0.17 -2.45
H 3.11 -0.70 -2.16
H 4.11 -0.31 0.15
H 2.54 1.30 -0.83
*
```

As for the frontier orbital gap: 8.84 eV. The highest occupied orbital energy is -8.10 eV. Its total energy is -1109.35481 Ha. The value obtained for the lowest unoccupied orbital energy is 0.739 eV. The energy relative to the best compared isomer or geometry (same formula, charge and spin) comes out at 225.3 kJ/mol.

Mulliken atomic charge list, values in e, 4 entries: -0.64 -0.75 -0.72 -0.30